Here is a molecular structure, C29H49As3N3NdO2S at a distorted geometry from OMol25. Energies are from ωB97M-V with the def2-TZVPD basis set.

```
88
Properties=species:S:1:pos:R:3:forces:R:3:mulliken_charge:R:1
Nd -0.17972 -0.91027 -0.31379 -0.29 -0.50 -0.24 0.656
C 3.97161 -1.82639 0.10685 -0.99 0.09 0.41 -1.336
As 2.87104 -0.69475 -1.00999 -0.76 0.30 0.83 0.860
C 3.27034 -1.37910 -2.73585 -1.62 -0.05 -2.01 -1.169
C 3.80016 1.03777 -0.98244 0.41 -0.44 0.09 -2.172
C 2.98150 2.33217 -1.26917 0.70 -0.59 0.33 2.428
C 4.03755 3.41094 -1.59103 -0.54 1.66 -0.11 -1.906
C 2.28211 2.77862 0.03080 -0.74 1.51 -1.58 -1.932
As 0.68720 1.84663 0.63282 0.22 0.22 0.34 0.861
C 1.14350 2.05591 2.53120 -0.84 2.25 -0.58 -1.533
C -0.79904 3.10367 0.42690 0.36 0.15 0.20 -0.784
C 2.05562 2.10586 -2.48199 0.48 -0.73 -0.95 -0.953
As 1.24146 3.65390 -3.42525 0.77 0.63 -0.14 0.268
C -0.19272 2.69793 -4.30560 0.00 0.17 0.52 -1.240
C 2.46451 3.81433 -5.00373 -1.80 0.64 0.07 -1.197
H 4.99539 -1.56214 0.04015 1.07 0.16 -0.34 0.476
H 3.79758 -2.85292 -0.22251 0.05 0.07 0.33 0.415
H 3.67254 -1.64158 1.14364 -0.03 -0.43 -0.10 0.340
H 4.30717 -1.46723 -2.94313 1.13 -0.58 0.29 0.501
H 2.98075 -0.63090 -3.51390 -0.25 -0.47 0.64 0.283
H 2.67755 -2.31793 -2.96316 0.97 1.07 0.43 0.340
H 4.46869 0.82610 -1.79921 0.43 0.41 -0.68 0.770
H 4.51706 1.09033 -0.12712 -0.93 0.18 -0.22 0.482
H 4.78020 3.50769 -0.76704 -0.57 0.03 -0.49 0.422
H 3.53065 4.43896 -1.76775 0.80 -1.56 0.46 0.425
H 4.59115 3.20152 -2.51022 -0.07 -0.22 0.08 0.406
H 1.90744 3.83048 -0.16755 0.51 -0.95 0.50 0.579
H 3.00332 2.79174 0.84092 0.00 0.10 0.14 0.646
H 0.33937 1.68965 3.13349 -0.11 -0.71 0.58 0.375
H 1.22714 3.16179 2.79978 0.07 -1.34 -0.61 0.405
H 2.09964 1.59700 2.61124 0.57 -0.60 0.65 0.498
H -0.78988 3.66334 -0.53104 0.15 -0.17 0.78 0.303
H -0.78565 3.70117 1.34767 0.05 0.42 -0.63 0.431
H -1.70118 2.52145 0.49403 -0.47 -0.27 -0.21 0.008
H 1.21292 1.42944 -2.34135 -0.42 -0.06 0.86 -0.267
H 2.58700 1.49273 -3.24678 0.16 0.72 0.32 0.558
H -1.02075 2.64541 -3.60561 -0.32 0.02 -0.12 0.224
H 0.09668 1.71641 -4.59267 0.31 -0.97 -0.26 0.430
H -0.43771 3.23865 -5.20137 -0.39 0.34 -0.27 0.503
H 3.28179 4.39377 -4.64518 0.83 0.43 0.00 0.378
H 1.89818 4.41448 -5.77314 0.68 -0.66 0.74 0.405
H 2.78787 2.87116 -5.40935 0.06 -0.37 -0.13 0.362
C -1.88383 -0.67310 -3.98515 0.13 0.48 -2.16 -0.885
N -3.04509 0.05333 -3.43781 0.58 -0.62 -0.96 0.204
C -3.75308 1.02732 -4.33183 -0.19 -1.99 0.61 -1.021
C -3.10284 0.03771 -2.11489 -0.85 0.08 1.70 0.255
O -1.98312 -0.10578 -1.47405 -0.84 -0.09 0.70 -0.070
N -4.31120 0.13246 -1.43697 0.97 -0.38 0.14 0.183
C -4.34600 0.42695 0.02507 -0.32 1.52 -0.14 -0.738
C -5.59311 -0.39003 -2.00844 1.27 1.92 -0.68 -1.079
H -1.94075 -0.62820 -5.12529 0.01 -0.05 1.58 0.356
H -1.81536 -1.71656 -3.69733 -0.50 -0.08 0.17 0.392
H -0.93332 -0.24454 -3.67896 0.02 0.33 -0.09 0.037
H -2.93758 1.62060 -4.78823 -0.97 0.14 0.21 0.383
H -4.45323 1.48881 -3.63060 0.22 0.81 -0.67 0.378
H -4.35389 0.44705 -5.08638 0.73 0.76 0.52 0.310
H -3.55315 1.14042 0.25693 0.00 0.15 -0.28 0.006
H -4.14992 -0.36843 0.75412 -0.49 -0.51 -0.66 0.360
H -5.30917 0.98618 0.28546 1.19 -1.09 -0.49 0.324
H -5.46491 -0.58502 -3.06530 0.04 0.14 -0.18 0.357
H -6.35716 0.38411 -1.87201 0.01 -0.46 0.04 0.350
H -5.82139 -1.31509 -1.57250 -0.57 -1.15 0.98 0.387
O -0.64333 -1.69928 1.81042 0.31 0.90 -0.48 0.065
S -1.00687 -2.84851 2.75829 -0.80 -1.04 0.60 -0.061
C -1.96677 -2.20820 4.16402 0.86 -0.04 -1.55 0.876
C -1.68231 -1.00072 4.78218 -0.87 -0.58 1.25 -0.185
C -2.53095 -0.67330 5.82861 0.17 0.50 0.80 -0.702
C -3.58042 -1.50023 6.22873 -0.54 1.26 0.15 -0.625
C -3.86430 -2.64331 5.53136 0.49 -0.25 -0.03 -0.614
C -3.03020 -3.02266 4.50514 0.24 0.54 -0.21 -0.549
C 0.44841 -3.37397 3.57674 0.56 -0.12 0.39 0.764
C 0.71943 -4.74836 3.56459 0.12 0.89 0.74 -0.480
C 1.74115 -5.25169 4.34175 1.02 0.43 -0.27 -0.709
C 2.54944 -4.37246 5.01969 0.35 -0.04 -0.26 -0.456
C 2.21790 -3.05296 5.09427 0.38 2.08 1.42 -0.677
C 1.19257 -2.48848 4.38249 -0.55 -2.49 -0.62 -0.405
H -0.79666 -0.41522 4.68485 0.29 0.31 -0.73 0.318
H -2.34733 0.22825 6.42782 -0.01 -0.35 -0.41 0.386
H -4.23248 -1.12871 7.02308 0.24 -0.39 -0.13 0.394
H -4.67200 -3.29482 5.73762 -0.80 -0.29 0.52 0.450
H -3.24601 -3.92264 3.97727 0.05 -0.50 -0.46 0.493
H 0.16965 -5.46321 3.03093 -1.04 -0.50 -0.95 0.510
H 2.01756 -6.27607 4.33146 -0.12 -0.83 -0.15 0.427
H 3.51856 -4.54617 5.44049 0.05 -1.14 0.53 0.422
H 2.75926 -2.49686 5.88221 -0.21 0.16 -0.94 0.347
H 0.85036 -1.51508 4.48947 -0.07 1.67 0.23 0.492
N 0.14525 -2.50177 -2.10074 0.29 -0.49 0.75 -0.206
C 0.71817 -3.27957 -1.42116 -0.45 0.48 -0.42 -0.312
```
Positions in Å, forces in eV/Å.

The total charge is +2. Its HOMO energy (alpha / beta) is -12.9897 / -12.9897 eV. Its spin multiplicity is 4. Its expectation value of S² is 3.75.

Here is a gas-phase ion, C22H20N5O3 (charge +1) at a distorted geometry from OMol25. Energies are from ωB97M-V with the def2-TZVPD basis set.

```
50
Properties=species:S:1:pos:R:3:forces:R:3:mulliken_charge:R:1
N 0.98835 5.22250 -2.90757 0.18 -0.79 0.68 -0.405
C 0.75842 5.15207 -1.56479 -0.66 -2.50 -2.94 0.831
N 1.11819 6.12408 -0.81246 0.38 1.42 0.54 -0.294
C 0.08389 3.92140 -1.07470 -0.08 -0.43 -0.14 1.373
C -0.54460 3.04974 -2.01378 0.03 -0.27 0.40 -1.129
C -1.11531 1.87266 -1.55594 0.02 1.42 -1.17 -0.752
C -1.12141 1.53484 -0.22566 -0.83 -1.55 -0.59 0.574
N -1.68182 0.41651 0.34594 0.24 -0.88 1.06 -0.453
C -1.31365 0.42276 1.63774 -0.41 1.91 -3.98 0.426
C -1.73858 -0.49122 2.71161 -1.31 -3.01 3.41 0.179
O -1.53318 -0.15331 3.88249 0.71 1.15 -0.47 -0.759
N -2.40106 -1.74206 2.63632 0.79 3.11 -1.47 0.383
O -2.61697 -2.42970 3.83028 -0.04 -0.23 -0.79 -0.422
C -2.84971 -2.40604 1.40670 -0.41 -0.68 0.55 -1.519
C -1.77714 -3.35499 0.95317 0.50 -0.10 -0.86 0.864
C -1.58881 -4.61256 1.54895 -0.10 -0.40 0.77 -0.556
C -0.50786 -5.41746 1.19464 -0.03 1.52 -0.19 -0.641
C 0.41023 -4.95684 0.25949 0.38 -0.11 -0.55 -0.557
C 0.21856 -3.73906 -0.38422 -1.60 -0.24 0.86 0.183
O 1.08363 -3.40642 -1.39782 0.07 0.16 -0.20 -0.482
C 1.69192 -2.18988 -1.27366 0.79 1.43 0.68 0.088
C 1.59602 -1.25168 -2.30650 -0.17 -0.13 0.24 -0.107
C 2.22428 -0.00764 -2.20251 0.40 -0.50 0.58 -0.620
C 2.93560 0.32276 -1.03979 0.21 -0.48 0.49 -0.448
C 3.02973 -0.57641 0.04564 -1.06 -0.76 -1.47 -0.754
C 2.41858 -1.85366 -0.11150 0.27 1.11 0.34 -0.106
C -0.90869 -2.92427 -0.05421 1.65 -1.29 -0.03 -0.261
N -0.58281 1.57997 1.84777 0.79 0.24 2.58 -0.062
C -0.45952 2.31380 0.66976 0.31 -0.04 1.32 0.031
C 0.11043 3.52775 0.26333 0.28 0.14 0.99 -1.190
H 1.65537 5.90092 -3.25390 -0.25 0.01 0.00 0.244
H 0.91541 4.36110 -3.48025 0.05 1.06 0.84 0.223
H 1.46266 6.99420 -1.21772 -0.04 -0.36 0.52 0.247
H 0.85355 6.06467 0.14654 0.01 0.45 0.59 0.203
H -0.61933 3.28869 -3.08317 -0.05 -0.13 0.63 0.398
H -1.63209 1.26594 -2.23734 -0.54 -0.86 -0.87 0.586
H -2.59285 -1.81913 4.59356 0.25 0.48 -0.79 0.374
H -3.72868 -3.00384 1.66828 -0.06 0.32 0.08 0.464
H -3.15331 -1.66407 0.63679 0.49 -0.35 0.68 0.475
H -2.20935 -4.98825 2.39384 0.19 0.64 -0.86 0.340
H -0.29373 -6.30926 1.72999 -0.09 -0.73 0.24 0.418
H 1.29041 -5.55485 -0.00122 -0.35 0.25 0.06 0.444
H 0.98292 -1.50561 -3.16585 0.21 0.00 -0.03 0.457
H 2.21430 0.66017 -3.05748 -0.09 0.05 0.16 0.437
H 3.50449 1.24013 -0.95506 -0.21 0.20 -0.20 0.430
H 3.54980 -0.29366 0.96843 -0.17 -0.29 -0.48 0.423
H 2.49575 -2.52757 0.73425 -0.16 -0.26 -0.23 0.408
H -0.98098 -1.97318 -0.56115 -0.36 0.13 0.11 0.514
H -0.20315 1.79633 2.78643 -0.41 -0.09 -0.96 0.262
H 0.56208 4.11965 1.04633 0.28 0.25 -0.09 0.238
```
Positions in Å, forces in eV/Å.

The total charge is +1. Its HOMO energy is -10.5992 eV. As for the structure (SMILES): NC(=[NH2+])c1ccc2nc(C(=O)N(O)Cc3cccc(Oc4ccccc4)c3)[nH]c2c1. As for the energy relative to the best compared isomer or geometry (same formula, charge and spin): 0.34 kJ/mol.

Here is a molecular structure, C22H43N5O7SiV from OMol25. Energies are from ωB97M-V with the def2-TZVPD basis set.

```
79
Properties=species:S:1:pos:R:3:forces:R:3:mulliken_charge:R:1
V 0.54504 0.03002 -0.00982 -0.10 0.32 0.63 1.707
C -3.49030 0.67796 2.17358 -0.03 0.01 0.00 -0.869
N -2.72099 -0.55635 2.39044 -0.05 0.00 0.08 0.105
C -3.30105 -1.47338 3.37701 -0.03 0.00 0.03 -0.981
C -1.59237 -0.77172 1.78340 -0.14 0.22 -0.08 0.819
O -1.11609 0.08816 0.96446 0.16 -0.14 0.04 -0.845
C -0.79453 -2.03375 2.03370 0.10 -0.05 0.02 -0.893
O 0.37860 -1.95996 1.23539 -0.04 0.03 -0.04 -0.325
C 0.72575 -3.08193 0.43938 0.10 -0.02 0.02 -1.019
C 0.62420 -2.64997 -1.01003 -0.14 0.25 -0.03 0.964
O 0.33487 -1.42364 -1.22577 0.16 -0.56 -0.35 -0.812
N 0.81406 -3.49442 -1.97785 0.02 -0.10 -0.02 0.107
C 0.71962 -3.08849 -3.38793 -0.01 -0.01 -0.01 -0.885
C 1.12023 -4.90756 -1.70379 0.00 -0.02 0.00 -1.030
H -4.50968 0.40500 1.90784 0.00 -0.01 0.00 0.343
H -3.04714 1.26694 1.38060 0.03 -0.01 -0.01 0.143
H -3.50438 1.25271 3.09851 0.01 -0.01 0.01 0.358
H -4.31451 -1.72464 3.07029 0.00 0.00 -0.02 0.365
H -3.33983 -0.97556 4.34497 0.01 0.02 -0.01 0.358
H -2.72666 -2.38791 3.47632 0.02 0.01 -0.02 0.390
H -1.38934 -2.91454 1.78593 -0.01 0.00 -0.01 0.558
H -0.50331 -2.08551 3.08491 -0.01 -0.03 0.00 0.460
H 0.08581 -3.94143 0.64308 -0.02 0.00 0.00 0.575
H 1.75564 -3.36492 0.67008 -0.01 -0.02 0.02 0.410
H 0.46461 -2.03756 -3.45483 0.00 0.01 0.02 0.053
H -0.04934 -3.68768 -3.87257 0.00 -0.01 0.00 0.453
H 1.67776 -3.27024 -3.87176 0.01 0.00 0.01 0.447
H 1.98139 -5.00083 -1.04383 0.00 0.02 0.00 0.363
H 1.36171 -5.38783 -2.64643 0.01 0.01 0.00 0.432
H 0.26025 -5.41690 -1.26979 -0.02 0.01 -0.01 0.347
C 1.90630 5.59353 -2.08780 -0.02 -0.04 -0.01 -1.635
C 2.44679 4.38223 -1.34658 0.03 0.02 0.01 1.572
C 1.90083 4.30150 0.07073 0.00 -0.04 -0.04 -1.247
C 3.96353 4.36093 -1.35572 0.00 -0.03 -0.03 -1.598
O 2.03989 3.17532 -2.07392 -0.08 0.00 0.01 0.372
Si 0.62926 2.47979 -2.34440 0.13 0.27 -0.22 -1.388
O 0.59205 1.20073 -1.14459 -0.20 0.10 -0.16 0.555
O 0.52507 1.66579 -3.72087 0.05 -0.04 0.04 0.167
C 1.53061 1.32949 -4.72607 0.04 0.01 0.01 1.729
C 2.68213 0.60378 -4.04360 -0.03 0.01 0.01 -1.077
C 2.00233 2.61120 -5.39353 -0.04 0.01 0.02 -1.680
C 0.81716 0.42974 -5.71793 -0.02 0.01 0.00 -1.530
O -0.64182 3.38787 -2.00628 -0.02 -0.07 0.06 0.313
C -2.04160 3.32592 -2.40809 0.00 -0.05 -0.01 1.769
C -2.54125 1.89816 -2.22522 0.04 0.03 -0.03 -1.121
C -2.76827 4.28455 -1.48370 0.00 0.01 -0.01 -1.712
C -2.14582 3.76742 -3.85832 0.03 0.02 0.01 -1.656
H 2.25807 6.50678 -1.60783 -0.01 0.00 -0.01 0.514
H 0.81565 5.59800 -2.08485 0.01 0.01 0.00 0.192
H 2.25956 5.59228 -3.11967 0.00 0.01 0.01 0.343
H 2.20945 5.17958 0.63765 0.00 -0.01 0.01 0.548
H 2.29153 3.41554 0.57776 0.00 0.01 0.01 0.143
H 0.80926 4.26558 0.06517 0.00 0.02 0.01 0.095
H 4.35570 5.22488 -0.81947 0.00 0.00 -0.01 0.442
H 4.33693 4.39234 -2.37967 0.01 0.00 0.01 0.351
H 4.34407 3.45938 -0.87361 0.00 0.01 0.01 0.262
H 3.18134 1.25756 -3.32651 0.00 -0.01 -0.01 0.087
H 3.41747 0.28653 -4.78331 -0.01 -0.01 0.01 0.572
H 2.31087 -0.28247 -3.52052 0.01 -0.01 -0.01 -0.036
H 2.50763 3.25806 -4.67583 0.01 0.00 -0.01 0.178
H 1.15301 3.14712 -5.81914 0.02 0.00 -0.01 0.359
H 2.70010 2.37877 -6.19826 0.00 0.01 0.00 0.531
H 0.43487 -0.46369 -5.22021 0.01 0.00 -0.01 0.185
H 1.50039 0.12460 -6.51052 -0.01 0.00 0.00 0.421
H -0.02421 0.95471 -6.16996 0.01 -0.01 0.00 0.371
H -2.42124 1.59005 -1.18322 -0.01 -0.02 0.02 -0.062
H -1.98977 1.21077 -2.87208 -0.02 0.00 0.01 0.137
H -3.59752 1.83429 -2.48679 0.00 0.00 0.01 0.592
H -2.65320 3.97542 -0.44329 0.00 0.00 0.00 0.336
H -3.83060 4.31160 -1.72753 0.01 0.00 0.01 0.422
H -2.36456 5.29097 -1.59087 -0.01 0.00 0.01 0.379
H -1.59705 3.08707 -4.51002 -0.01 0.00 0.00 0.154
H -1.73911 4.77249 -3.97311 -0.01 -0.01 -0.01 0.375
H -3.19005 3.78230 -4.17172 0.01 0.00 0.00 0.519
N 2.06263 0.24328 1.00523 0.24 -0.31 -0.03 -0.679
C 3.25692 0.32273 1.16886 -0.25 0.16 0.02 0.777
N 4.44990 0.30610 1.39316 0.22 0.17 0.05 -0.494
C 5.36450 1.27217 1.24027 -0.15 -0.15 -0.08 0.416
N 6.17130 2.07757 1.09244 0.02 -0.01 0.04 -0.359
```
Positions in Å, forces in eV/Å.

The total charge is +2. Its HOMO energy (alpha / beta) is -15.1416 / -15.2073 eV. Its spin multiplicity is 2. Its expectation value of S² is 0.76. As for the energy relative to the best compared isomer or geometry (same formula, charge and spin): 67.51 kJ/mol.